The following is a quantum chemistry calculation of an isolated ion of composition C4H6ClN2O and charge +1 in a non-equilibrium geometry, from the Open Molecules 2025 dataset.

Gap between HOMO and LUMO = 0.34038 Ha
Lowest unoccupied orbital energy = -6.21 eV
Electronic energy = -800.65242 hartree
Net charge = +1
Highest occupied orbital energy = -15.47 eV
SMILES string = O[C@]1(Cl)CC=NC=[NH+]1
Relative energy (zero: lowest compared OMol25 entry of this formula, charge and spin) = 143.5 kJ/mol

Positions of all 14 atoms, in Å:
1 O -0.572 -0.050 -1.788
2 C 0.026 0.543 -0.711
3 Cl 0.506 2.300 -1.184
4 C 1.176 -0.414 -0.190
5 C 0.520 -1.463 0.660
6 N -0.304 -1.104 1.614
7 C -0.986 0.068 1.467
8 N -0.949 0.766 0.351
9 H -1.083 0.346 -2.503
10 H 1.982 0.179 0.375
11 H 1.895 -0.716 -1.023
12 H 0.886 -2.455 0.431
13 H -1.583 0.398 2.218
14 H -1.515 1.602 0.283